DFT (ωB97M-V with the def2-TZVPD basis set) results for 3 unconnected molecules or ions with the total composition C24H44Br2ClIN2O2 at a distorted geometry.

Output
SMILES string	CCCN[C@@]1(I)NC(=O)[C@@H](/C(Br)=C(\C)Br)[C@@H]1CC(=O)Cl.CCCCCC.CCCCCC
E	-7106.738785	hartree
LUMO	0.02	eV

Last column: Mulliken charge in e.
Geometry (Å):
C 2.465006 -0.017403 0.154469  -1.11
C 3.072988 -1.421704 0.516915  -0.08
C 2.002097 -2.578799 0.457183  -0.79
N 0.641957 -2.047833 0.155522  -0.05
C -0.385888 -2.985479 0.515341  -0.54
I -0.271850 -4.907009 -0.541694  0.10
N -0.501665 -3.268349 1.967093  -0.44
C -1.277904 -2.204833 2.610089  -0.14
O -1.170053 -2.012727 3.760296  -0.48
C -2.209898 -1.460034 1.557898  0.28
C -2.183016 0.077084 1.646008  -0.29
Br -1.043943 0.972049 2.948983  -0.14
C -2.952850 0.821515 0.860589  0.12
C -3.894247 0.207970 -0.177798  -0.59
Br -2.964619 2.761827 0.984166  -0.18
C -1.726065 -2.155117 0.253407  0.08
C -2.957840 -3.005591 -0.228209  -1.47
C -3.028499 -3.161155 -1.756732  0.52
O -2.456843 -2.481139 -2.504764  -0.38
Cl -4.136327 -4.478528 -2.326158  -0.21
H 1.765384 0.295508 0.949727  0.19
H 3.304233 0.695768 0.050596  0.41
H 1.959403 -0.087772 -0.825017  0.28
H 3.890740 -1.588430 -0.209809  0.12
H 3.491009 -1.411609 1.539214  0.28
H 1.982339 -3.089199 1.434375  0.36
H 2.269565 -3.270821 -0.367157  0.34
H 0.634133 -1.901861 -0.853484  0.43
H -1.166856 -4.052000 1.928926  0.43
H -3.208526 -1.724033 1.967666  0.48
H -3.269973 -0.430046 -0.838790  0.04
H -4.342325 0.968255 -0.842141  0.28
H -4.674001 -0.447531 0.250005  0.24
H -1.401511 -1.449471 -0.532410  0.80
H -3.901769 -2.507305 0.067113  0.57
H -2.925855 -3.975200 0.305945  0.52
C 7.337650 -0.840865 0.741658  -1.12
C 7.136083 -2.338397 0.537246  -0.16
C 8.365452 -3.170012 0.903450  -0.86
C 9.615044 -2.886254 0.067726  -0.75
C 9.444371 -3.070468 -1.439766  -0.35
C 9.095167 -4.500086 -1.838812  -1.19
H 8.128194 -0.449309 0.098788  0.31
H 6.419333 -0.300888 0.500743  0.26
H 7.596599 -0.620387 1.779599  0.31
H 6.836674 -2.531866 -0.496812  0.27
H 6.301496 -2.662952 1.166462  0.30
H 8.106865 -4.230458 0.825272  0.33
H 8.607704 -2.998818 1.957516  0.40
H 10.419493 -3.542342 0.416625  0.38
H 9.958278 -1.865257 0.260227  0.31
H 10.381810 -2.791835 -1.929867  0.36
H 8.682505 -2.386224 -1.824322  0.25
H 9.865593 -5.197761 -1.501889  0.29
H 9.019117 -4.582722 -2.924844  0.37
H 8.138591 -4.815438 -1.418117  0.28
C -6.633918 7.959540 -1.299517  -1.18
C -7.707390 7.045741 -0.717786  -0.36
C -7.215937 6.211040 0.465109  -0.81
C -6.084124 5.232663 0.145363  -0.53
C -6.389824 4.217913 -0.955162  -0.24
C -7.545721 3.284281 -0.612904  -1.25
H -5.794450 7.389829 -1.702443  0.28
H -7.046693 8.557503 -2.114277  0.37
H -6.251556 8.644513 -0.539427  0.29
H -8.104962 6.398177 -1.504077  0.24
H -8.542203 7.665635 -0.377290  0.37
H -8.065421 5.662484 0.883593  0.33
H -6.876384 6.885597 1.258029  0.37
H -5.825557 4.692760 1.062578  0.32
H -5.186696 5.793378 -0.134099  0.31
H -5.493462 3.613627 -1.125536  0.23
H -6.598908 4.729273 -1.899270  0.27
H -7.339178 2.729810 0.306171  0.27
H -7.698397 2.559536 -1.415607  0.37
H -8.481767 3.830037 -0.481693  0.35

Atoms 1-6, force components in eV/Å:
0.66 -0.78 0.36
-0.66 0.43 -0.31
0.65 0.84 -0.28
0.93 -1.80 0.97
-1.91 2.34 0.68
0.02 0.01 0.01